# C8H11O3PS

A molecular structure, C8H11O3PS at a distorted geometry (ωB97M-V/def2-TZVPD, OMol25).

```
24
Properties=species:S:1:pos:R:3:lowdin_charge:R:1
C -1.88073 -0.56667 -1.20261 -0.030
C -1.43709 -0.64065 1.19603 0.007
C -0.54084 -0.74916 -1.39666 -0.050
C -0.08665 -0.91602 0.99178 -0.054
C -2.31777 -0.47710 0.06885 -0.256
C 0.28782 -0.89765 -0.32110 -0.312
C -3.70171 -0.10163 0.39908 -0.057
C 2.27672 2.28947 0.13554 -0.332
O 2.41732 -2.50945 -0.37936 -0.241
O 2.40099 -0.58117 -1.90726 -0.283
O 2.71917 -0.10345 1.03507 -0.644
P 3.54105 1.26036 1.00138 0.728
S 2.02243 -1.20303 -0.67549 0.802
H -2.45613 -0.49717 -2.01993 0.091
H -1.80484 -0.84535 2.23799 0.134
H -0.12374 -0.83119 -2.43166 0.142
H 0.66579 -0.89585 1.76386 0.112
H -3.93455 0.91527 0.25172 0.073
H -4.50952 -0.77392 0.12671 0.084
H -3.92147 -0.34019 1.47765 0.092
H 1.34787 2.42148 0.73392 0.049
H 1.98015 1.71033 -0.63973 -0.053
H 2.60310 3.25088 -0.27368 0.039
H 4.45264 1.08187 -0.17212 -0.042
```

The energy above the lowest of the compared OMol25 structures with the same formula, charge and spin is 195.7 kJ/mol. The HOMO energy (alpha / beta) is -8.38 / -8.38 eV. The calculation puts the LUMO energy (alpha / beta) at -0.0247 / -0.0247 Eh. For the electronic energy, the calculation gives -1276.59826 Eh. The calculation puts the HOMO-LUMO gap (alpha / beta) at 7.71 / 7.71 eV.

# C8H11O4P

C8H11O4P in the gas phase (ωB97M-V/def2-TZVPD, OMol25).

```
24
Properties=species:S:1:pos:R:3:lowdin_charge:R:1
C 1.51277 -1.41281 0.49049 -0.037
C 1.50219 0.07984 0.27491 -0.212
C 2.61538 0.82705 0.65837 -0.049
C 2.68522 2.19419 0.45102 -0.086
C 1.62325 2.85019 -0.15752 -0.085
C 0.50194 2.12270 -0.52980 -0.041
C 0.42525 0.75043 -0.31835 -0.161
C -0.82000 0.05273 -0.80048 -0.152
O -1.29680 -0.88813 0.17758 -0.177
P -2.78348 -1.40329 0.05112 0.311
O -3.81441 -0.42811 -0.31708 -0.245
O -2.92870 -2.09189 1.47583 -0.081
O -2.69385 -2.62618 -0.98058 -0.096
H 0.94097 -1.68182 1.38294 0.089
H 2.53350 -1.77298 0.61913 0.077
H 1.04892 -1.94482 -0.34336 0.082
H 3.45317 0.31429 1.12033 0.110
H 3.56498 2.74756 0.75748 0.102
H 1.66087 3.91881 -0.33179 0.101
H -0.33931 2.63661 -0.98313 0.113
H -0.62234 -0.47020 -1.74528 0.139
H -1.59816 0.79629 -0.98940 0.116
H -3.85705 -2.08773 1.74489 0.095
H -3.31433 -2.48272 -1.70734 0.089
```

The HOMO energy is -9.13 eV. The calculation puts the LUMO energy at 0.0195 Eh. For the electronic energy, the calculation gives -953.89537 Eh. The calculation puts the HOMO-LUMO gap at 9.66 eV.

# C8H11PS2

2 unconnected molecules or ions with the total composition C8H11PS2 at a distorted geometry (ωB97M-V/def2-TZVPD, OMol25).

```
22
Properties=species:S:1:pos:R:3:lowdin_charge:R:1
C -1.67062 1.41612 -0.03624 -0.101
C -2.00065 0.58930 1.06378 -0.134
C -0.42644 1.41341 -0.65114 -0.052
C -1.12895 -0.44012 1.35349 -0.135
C 0.37799 0.29772 -0.43116 -0.241
C -0.00075 -0.57278 0.56860 -0.420
C 2.77939 0.78685 -0.46778 -0.130
C 1.71873 0.08226 -1.31532 -0.199
P 1.19284 -1.95873 0.93111 0.487
S 1.22543 -3.38268 -0.45916 0.156
S -4.33624 -0.83807 -0.90935 0.428
H -2.36960 2.31928 -0.30352 0.139
H -2.90451 0.56454 1.68628 0.107
H -0.02590 2.25958 -1.15518 0.109
H -1.21609 -0.93123 2.32680 0.107
H 2.38012 1.67550 -0.00919 0.069
H 3.68936 0.89816 -1.01736 0.051
H 3.24955 0.04390 0.32166 0.090
H 1.82816 -0.98616 -1.49275 0.024
H 1.71141 0.64239 -2.25670 0.106
H 0.67311 -2.57133 2.09110 -0.076
H -4.74635 -1.30791 0.16204 -0.385
```

The energy above the lowest of the compared OMol25 structures with the same formula, charge and spin is 272.9 kJ/mol. The HOMO energy (alpha / beta) is -8.94 / -8.31 eV. The calculation puts the LUMO energy (alpha / beta) at -0.0639 / -0.0844 Eh. For the electronic energy, the calculation gives -1449.03525 Eh. The calculation puts the HOMO-LUMO gap (alpha / beta) at 7.20 / 6.02 eV.

# C8H12

2 unconnected molecules or ions with the total composition C8H12 at a distorted geometry (ωB97M-V/def2-TZVPD, OMol25).

```
20
Properties=species:S:1:pos:R:3:lowdin_charge:R:1
C 0.12982 -2.23561 0.18388 -0.007
C 0.62407 -1.01086 0.06240 -0.094
C 1.18096 0.17964 0.12577 -0.387
C 1.46633 0.78129 1.45907 -0.069
C 1.62230 1.00740 -1.00968 -0.045
H -0.87090 -2.49088 0.15119 -0.002
H 0.94289 -3.11517 0.04991 0.110
H 2.40665 1.28018 1.58540 0.064
H 1.54823 -0.06345 2.12758 0.073
H 0.61586 1.57348 1.65145 0.120
H 2.39896 0.59359 -1.58525 0.072
H 1.88305 1.91858 -0.62569 0.045
H 0.75511 1.03724 -1.67527 0.091
C -1.95642 -1.14782 -1.48777 0.060
C -2.03459 -0.31061 -0.64704 -0.240
C -2.24294 0.70483 0.33497 -0.092
H -1.57023 -1.66285 -2.40233 0.075
H -1.60642 1.53785 0.27927 0.057
H -2.06544 0.28154 1.28880 0.077
H -3.22728 1.14165 0.13334 0.094
```

The energy above the lowest of the compared OMol25 structures with the same formula, charge and spin is 389.6 kJ/mol. The HOMO energy is -8.68 eV. The calculation puts the LUMO energy at 0.0350 Eh. For the electronic energy, the calculation gives -311.83800 Eh. The calculation puts the HOMO-LUMO gap at 9.64 eV.

# C8H12

C8H12 in the gas phase at a distorted geometry (ωB97M-V/def2-TZVPD, OMol25).

```
20
Properties=species:S:1:pos:R:3:lowdin_charge:R:1
C -1.65984 1.56297 -0.64854 -0.080
C -0.79175 0.42775 -0.02815 -0.357
C -1.58964 -0.50836 0.78884 -0.097
C 0.50534 0.88880 0.04428 -0.112
C 1.63023 0.27922 0.78182 -0.119
C 1.65940 -1.32202 0.28756 -0.205
C 1.74125 -1.72134 -1.22041 0.019
C 0.60515 -1.71593 -0.66957 -0.155
H -2.36565 1.89993 0.06424 0.046
H -2.22282 0.88412 -1.40028 0.099
H -1.13171 2.41036 -1.18329 0.091
H -2.42152 -0.99842 0.15130 0.103
H -1.02964 -1.37579 1.31958 0.110
H -2.26266 0.05749 1.46544 0.085
H 0.73164 1.88607 -0.34400 0.102
H 2.53522 0.58183 0.44037 0.051
H 1.57552 0.33257 1.86968 0.107
H 1.88932 -2.26169 0.97955 0.139
H 2.64569 -1.50641 -1.69591 0.086
H -0.29199 -2.18482 -0.89143 0.088
```

The energy above the lowest of the compared OMol25 structures with the same formula, charge and spin is 464.4 kJ/mol. The HOMO energy is -8.47 eV. The calculation puts the LUMO energy at 0.0387 Eh. For the electronic energy, the calculation gives -311.80953 Eh. The calculation puts the HOMO-LUMO gap at 9.53 eV.

# C8H12BFINO3

C8H12BFINO3 in the gas phase at a distorted geometry (ωB97M-V/def2-TZVPD, OMol25).

```
27
Properties=species:S:1:pos:R:3:lowdin_charge:R:1
C 2.46802 -0.91325 0.32904 -0.016
B 0.97240 -0.49477 0.78670 -0.411
O 0.48413 -0.80732 2.11873 0.051
C -0.03090 0.26211 -0.29599 -0.268
C -0.77561 -0.72567 -1.30525 -0.042
C -2.26031 -1.18667 -0.60550 -0.172
C -2.20656 -2.65248 0.18101 0.005
O -2.28136 -1.22764 0.88811 -0.187
N 1.00738 0.90098 -1.20792 0.050
C 1.41398 2.21990 -0.73246 -0.425
O 2.42472 2.80526 -1.14395 0.052
C 0.37231 2.69753 0.38676 -0.527
I 1.12259 3.01164 2.42675 0.851
C -0.78801 1.58335 0.20655 -0.240
F -1.53416 1.52259 1.41602 -0.064
H 3.08883 0.02495 0.14294 0.086
H 2.91529 -1.52913 1.18656 0.079
H 2.40883 -1.57186 -0.59331 0.078
H 0.68619 -1.76889 2.20422 0.104
H -1.04372 -0.25965 -2.30410 0.120
H -0.18734 -1.69233 -1.38730 0.120
H -3.25225 -0.92082 -1.19447 0.152
H -3.18748 -3.10452 0.50581 0.101
H -1.19252 -2.86686 0.66154 0.108
H 0.79982 0.85467 -2.21480 0.139
H 0.02520 3.74360 0.12441 0.087
H -1.44946 2.09526 -0.58009 0.171
```

The energy above the lowest of the compared OMol25 structures with the same formula, charge and spin is 202.9 kJ/mol. The HOMO energy is -9.50 eV. The calculation puts the LUMO energy at -0.0005 Eh. For the electronic energy, the calculation gives -1014.80235 Eh. The calculation puts the HOMO-LUMO gap at 9.49 eV.

# C8H12Br2

C8H12Br2 in the gas phase at a distorted geometry (ωB97M-V/def2-TZVPD, OMol25).

```
22
Properties=species:S:1:pos:R:3:lowdin_charge:R:1
C -0.97534 0.02224 1.53128 -0.144
C -0.77772 1.29346 1.18061 -0.206
C -0.40701 -1.20754 0.94371 -0.207
C 0.15846 0.04433 -1.08650 -0.067
C 0.12713 1.69709 0.13002 -0.764
C -0.57410 -1.17815 -0.60793 -0.809
C 1.53070 2.04240 0.46562 -0.164
C 0.00196 -2.40975 -1.32663 -0.094
Br -0.69352 3.12381 -0.86350 0.740
Br -2.53460 -1.04902 -1.00896 0.703
H -1.43743 -0.18850 2.45991 0.095
H -1.20488 2.04111 1.87027 0.118
H 0.65536 -1.40802 1.05991 0.130
H -1.15805 -1.98123 1.27202 0.120
H -0.19290 0.52116 -1.96181 0.054
H 1.15588 -0.06189 -1.19596 0.050
H 1.98993 2.70429 -0.25286 0.049
H 2.29240 1.19903 0.70464 0.121
H 1.59170 2.81469 1.24049 0.080
H -0.50424 -2.48941 -2.27642 0.069
H 0.01266 -3.34317 -0.73474 0.104
H 0.94361 -2.18694 -1.54318 0.021
```

The energy above the lowest of the compared OMol25 structures with the same formula, charge and spin is 0.0 kJ/mol. The HOMO energy is -9.13 eV. The calculation puts the LUMO energy at 0.0250 Eh. For the electronic energy, the calculation gives -5459.95450 Eh. The calculation puts the HOMO-LUMO gap at 9.81 eV.

# C8H12BrClN4

C8H12BrClN4 in the gas phase (ωB97M-V/def2-TZVPD, OMol25).

```
26
Properties=species:S:1:pos:R:3:lowdin_charge:R:1
C 1.79504 -1.27959 -3.05673 -0.132
C 0.32628 -1.69087 -3.12076 -0.294
C -0.37228 -2.07236 -1.81837 -0.642
Br 0.62484 -3.42301 -0.81453 0.720
C -0.67819 -0.95366 -0.86688 -0.393
N -1.82463 -1.05252 -0.18469 0.118
N -2.08174 -0.14615 0.71460 0.099
C -1.18950 0.83189 0.88141 -0.347
C -1.38829 1.86236 1.96791 -0.630
Cl -2.46878 1.23709 3.25177 0.640
C -0.07497 2.35889 2.56927 -0.290
C 0.80856 1.24325 3.12693 -0.110
N -0.08557 0.97409 0.14594 0.123
N 0.17524 0.06276 -0.75283 0.135
H 2.39843 -2.05918 -2.58858 0.043
H 1.93087 -0.35144 -2.50280 0.057
H 2.16814 -1.12697 -4.07247 0.073
H 0.22389 -2.54970 -3.79116 0.108
H -0.26438 -0.87713 -3.56022 0.117
H -1.32028 -2.56263 -2.03459 0.087
H -1.93233 2.69771 1.52031 0.108
H -0.33515 3.06742 3.35978 0.104
H 0.45611 2.91905 1.79599 0.107
H 1.54005 1.65372 3.82569 0.074
H 1.35828 0.72961 2.33521 0.066
H 0.21037 0.50736 3.66978 0.060
```

The energy above the lowest of the compared OMol25 structures with the same formula, charge and spin is 0.0 kJ/mol. The HOMO energy is -9.53 eV. The calculation puts the LUMO energy at -0.0333 Eh. For the electronic energy, the calculation gives -3565.20977 Eh. The calculation puts the HOMO-LUMO gap at 8.62 eV.